Entry 1:
{"formula": "C38H48N6PPt", "method": "ωB97M-V with the def2-TZVPD basis set", "lumo_energy_ev": 2.7730, "max_force_ha_per_bohr": 0.009, "relative_energy_kcal_mol": 0.0, "total_energy_ev": -61663.9022, "charge": -1, "gap_ev": 6.21, "symbols": ["Pt", "C", "C", "C", "C", "N", "C", "C", "C", "C", "C", "C", "C", "H", "H", "H", "H", "H", "H", "H", "H", "C", "C", "C", "C", "C", "C", "N", "C", "C", "C", "C", "C", "C", "H", "H", "H", "H", "H", "H", "H", "H", "H", "H", "N", "P", "N", "C", "C", "C", "C", "C", "N", "C", "C", "C", "C", "C", "N", "C", "C", "C", "C", "C", "H", "H", "H", "H", "H", "H", "H", "H", "H", "H", "H", "H", "H", "H", "H", "H", "H", "H", "H", "H", "H", "H", "H", "H", "H", "H", "H", "H", "H", "H"], "xyz": [[0.2614, 0.0717, 0.0653], [-0.5352, 0.8301, 5.0743], [-0.9044, 2.1624, 4.9805], [-0.8904, 2.7910, 3.7494], [-0.5050, 2.0672, 2.6121], [-0.1725, 0.7816, 2.7182], [-0.1793, 0.1867, 3.9011], [-0.3895, 2.7025, 1.2553], [-0.6609, 4.0706, 1.1295], [-0.5157, 4.7457, -0.0687], [-0.0779, 4.0410, -1.1825], [0.1825, 2.6872, -1.0867], [0.0315, 1.9798, 0.1161], [-0.5204, 0.3071, 6.0214], [-1.1983, 2.7167, 5.8642], [-1.1691, 3.8308, 3.6884], [0.1166, -0.8586, 3.9047], [-1.0011, 4.6365, 1.9852], [-0.7379, 5.8037, -0.1289], [0.0520, 4.5474, -2.1328], [0.5003, 2.1393, -1.9646], [4.1481, -2.1860, -2.8909], [4.8463, -1.2762, -2.1056], [4.2495, -0.6605, -1.0186], [2.9155, -0.9364, -0.6685], [2.2364, -1.8866, -1.4546], [2.8326, -2.4815, -2.5518], [2.2577, -0.2936, 0.3664], [3.0068, 0.1119, 1.4673], [2.8260, 1.3745, 2.0439], [3.5255, 1.7495, 3.1796], [4.4419, 0.8886, 3.7706], [4.6420, -0.3632, 3.2002], [3.9365, -0.7484, 2.0733], [4.6198, -2.6589, -3.7430], [5.8718, -1.0263, -2.3548], [4.8034, 0.0625, -0.4331], [1.2221, -2.1592, -1.1778], [2.2692, -3.2014, -3.1349], [2.1210, 2.0546, 1.5852], [3.3552, 2.7336, 3.6018], [4.9856, 1.1841, 4.6592], [5.3466, -1.0557, 3.6477], [4.0873, -1.7328, 1.6459], [-1.7176, 0.0350, -0.2953], [-2.7264, -0.6905, -1.1574], [-3.3928, -2.1560, -0.5628], [-3.6523, -2.1468, 0.8848], [-2.4166, -2.4448, 1.7329], [-1.7703, -3.7587, 1.3090], [-1.4893, -3.7277, -0.1893], [-2.7756, -3.4231, -0.9545], [-2.2503, -1.1304, -2.7168], [-3.2291, -1.5862, -3.7038], [-3.0472, -0.8498, -5.0251], [-1.6682, -1.1646, -5.6219], [-0.6139, -1.3151, -4.5082], [-1.0330, -0.5367, -3.2717], [-4.1336, 0.2160, -1.4522], [-5.3693, 0.1289, -0.6998], [-5.3977, 1.0881, 0.4930], [-5.1440, 2.5189, 0.0218], [-3.8350, 2.5838, -0.7605], [-3.8597, 1.5775, -1.9067], [-4.4359, -2.8931, 1.0838], [-4.0467, -1.1737, 1.1709], [-2.6985, -2.4692, 2.7904], [-1.7149, -1.6186, 1.5897], [-2.4564, -4.5910, 1.5189], [-0.8564, -3.9460, 1.8784], [-1.0663, -4.6762, -0.5337], [-0.7611, -2.9402, -0.4101], [-3.5060, -4.2206, -0.7529], [-2.5835, -3.4177, -2.0233], [-4.2309, -1.4280, -3.3026], [-3.1213, -2.6662, -3.8918], [-3.1459, 0.2230, -4.8399], [-3.8438, -1.1269, -5.7198], [-1.3759, -0.3713, -6.3146], [-1.7246, -2.0864, -6.2075], [0.3665, -0.9729, -4.8448], [-0.5049, -2.3671, -4.2282], [-1.1857, 0.5190, -3.5486], [-0.2573, -0.5318, -2.5065], [-5.5311, -0.9048, -0.3977], [-6.1977, 0.3987, -1.3751], [-4.6066, 0.8110, 1.1958], [-6.3566, 1.0066, 1.0151], [-5.1203, 3.2061, 0.8715], [-5.9744, 2.8356, -0.6241], [-2.9923, 2.3238, -0.1133], [-3.6613, 3.5907, -1.1510], [-2.9006, 1.5887, -2.4277], [-4.6398, 1.8577, -2.6325]], "atomic_forces_ev_per_a": [[-0.114, -0.325, -0.100], [0.009, -0.070, 0.022], [-0.028, 0.086, -0.001], [0.009, -0.123, 0.038], [0.010, 0.085, -0.263], [-0.003, 0.046, 0.149], [-0.078, 0.062, -0.008], [-0.013, -0.129, 0.244], [0.021, 0.036, -0.112], [-0.008, -0.072, 0.078], [0.008, 0.038, -0.068], [0.007, -0.087, 0.013], [-0.076, 0.439, 0.028], [-0.006, 0.004, -0.001], [0.004, -0.005, 0.004], [-0.013, 0.013, 0.007], [0.015, -0.002, 0.008], [0.022, 0.007, 0.015], [-0.002, 0.004, -0.003], [-0.007, -0.009, -0.002], [0.008, 0.026, -0.008], [-0.002, -0.014, -0.026], [0.003, 0.012, 0.000], [0.017, -0.019, -0.004], [-0.006, -0.034, 0.038], [0.000, 0.044, 0.003], [0.020, -0.007, 0.006], [0.052, -0.010, -0.112], [-0.005, 0.027, 0.040], [-0.018, 0.005, 0.000], [0.010, -0.009, -0.005], [-0.016, 0.012, 0.007], [0.007, -0.015, 0.011], [0.019, 0.006, -0.017], [0.002, 0.000, -0.002], [0.004, -0.003, 0.004], [0.006, -0.002, -0.020], [0.013, 0.005, -0.026], [-0.004, 0.002, -0.006], [0.036, -0.019, -0.009], [-0.004, 0.001, 0.010], [0.007, 0.003, 0.000], [0.001, -0.001, 0.001], [0.005, 0.001, 0.012], [0.118, -0.023, -0.010], [0.021, 0.039, 0.163], [0.055, 0.011, -0.019], [0.004, 0.024, -0.006], [0.003, 0.005, -0.020], [-0.019, -0.014, -0.006], [-0.012, 0.005, 0.006], [-0.028, 0.024, -0.013], [-0.089, 0.014, -0.047], [0.054, -0.022, 0.005], [-0.004, -0.005, 0.006], [-0.001, -0.004, 0.008], [-0.003, 0.004, 0.000], [0.024, 0.035, 0.013], [-0.053, -0.077, -0.052], [-0.007, 0.034, 0.008], [0.014, -0.004, -0.004], [0.005, -0.013, -0.006], [0.012, -0.004, 0.004], [0.017, 0.017, -0.009], [0.005, -0.002, 0.016], [-0.001, -0.022, 0.005], [-0.017, -0.013, -0.005], [0.006, 0.001, 0.031], [0.019, -0.008, 0.020], [0.009, 0.021, -0.013], [-0.005, -0.004, 0.001], [0.001, -0.015, -0.004], [0.006, -0.002, -0.005], [-0.003, -0.001, -0.019], [-0.002, 0.015, 0.001], [-0.015, -0.004, 0.006], [-0.009, 0.001, -0.003], [0.003, -0.005, -0.004], [-0.004, 0.006, 0.001], [0.007, 0.005, -0.012], [-0.006, -0.013, -0.007], [0.009, 0.003, 0.004], [0.007, 0.001, 0.002], [0.005, -0.046, 0.015], [-0.002, 0.006, -0.002], [0.001, -0.012, 0.004], [-0.012, -0.007, 0.015], [-0.006, 0.010, -0.007], [-0.002, -0.003, 0.005], [-0.003, 0.012, 0.007], [-0.006, 0.010, -0.014], [-0.005, 0.002, -0.005], [-0.008, 0.002, -0.005], [0.002, 0.005, 0.002]], "mulliken_charge": [-0.038, -0.956, -0.488, -1.331, 0.870, 0.206, -0.398, 1.550, -0.798, -1.001, -0.820, -0.518, 0.160, 0.407, 0.415, 0.389, 0.490, 0.250, 0.333, 0.383, 0.336, -0.703, -0.622, -0.087, -0.025, -0.255, -0.572, 0.223, -0.358, -0.130, -0.524, -0.650, -0.498, 0.040, 0.359, 0.340, 0.471, 0.471, 0.403, 0.395, 0.407, 0.354, 0.348, 0.472, 0.938, -2.076, 0.279, -0.760, 0.583, -1.289, 0.027, -0.743, 0.872, -0.897, -0.898, -0.719, -1.065, 0.548, 0.633, -1.271, -0.237, -1.376, 0.521, -0.774, 0.349, 0.084, 0.541, -0.603, 0.376, 0.485, 0.548, -0.284, 0.470, 0.136, 0.471, 0.409, 0.241, 0.482, 0.341, 0.345, 0.436, 0.282, 0.155, -0.771, 0.511, 0.496, 0.132, 0.419, 0.467, 0.382, -0.441, 0.503, -0.044, 0.487]}

***

Entry 2:
{"formula": "C23H27BaN4O7", "method": "ωB97M-V with the def2-TZVPD basis set", "lumo_energy_ev": -2.0466, "max_force_ha_per_bohr": 0.094, "relative_energy_kcal_mol": 41.7, "total_energy_ev": -45273.3912, "charge": 1, "gap_ev": 7.96, "symbols": ["Ba", "C", "N", "C", "C", "O", "C", "O", "C", "C", "O", "N", "C", "C", "H", "H", "H", "H", "H", "H", "H", "H", "H", "H", "H", "H", "H", "H", "H", "H", "O", "C", "O", "C", "C", "C", "C", "O", "C", "O", "C", "C", "H", "H", "H", "H", "H", "N", "C", "N", "C", "C", "C", "C", "C", "C", "H", "H", "H", "H", "H", "H"], "xyz": [[0.3946, 0.5721, 1.2699], [-0.4899, 6.2916, 0.5931], [0.2045, 5.2070, 1.2715], [1.1586, 5.6024, 2.3021], [0.0169, 3.9126, 0.9919], [0.5578, 2.9989, 1.6188], [-0.9400, 3.5909, -0.1592], [-0.8779, 2.2290, -0.5334], [-0.2430, 1.9134, -1.7562], [1.1844, 1.4126, -1.5546], [1.6636, 1.3594, -0.4137], [1.8499, 1.0312, -2.6457], [3.2217, 0.5408, -2.5385], [1.2477, 1.0421, -3.9740], [-0.5949, 7.1194, 1.2910], [-1.4889, 5.9991, 0.2782], [0.0691, 6.6485, -0.2756], [0.6441, 6.1051, 3.1215], [1.8990, 6.2788, 1.8736], [1.6567, 4.7180, 2.6827], [-0.7431, 4.2425, -1.0134], [-1.9592, 3.7721, 0.1929], [-0.2540, 2.7694, -2.4366], [-0.8181, 1.0953, -2.1947], [3.5472, 0.6214, -1.5077], [3.8741, 1.1415, -3.1725], [3.2778, -0.5027, -2.8491], [0.3280, 0.4566, -3.9994], [1.9505, 0.5970, -4.6715], [1.0315, 2.0566, -4.3140], [-0.8699, -0.7093, -0.2777], [-1.7133, -0.8703, 0.6481], [-1.6088, -0.3149, 1.7766], [-2.8659, -1.7963, 0.4097], [-2.9449, -2.5161, -0.7738], [-3.9959, -3.3989, -1.0213], [-4.9512, -3.5199, -0.0422], [-6.0660, -4.2980, -0.0367], [-6.7026, -4.0861, 1.2221], [-5.9447, -3.1168, 1.9379], [-4.8739, -2.8028, 1.1484], [-3.8469, -1.9371, 1.4038], [-2.1698, -2.3888, -1.5172], [-4.0607, -3.9666, -1.9392], [-6.7272, -5.0238, 1.7834], [-7.7184, -3.7180, 1.0645], [-3.7794, -1.3803, 2.3279], [1.6010, -4.0217, 1.2318], [0.8712, -2.9338, 1.5756], [1.5698, -1.8286, 1.5671], [2.8522, -2.2057, 1.1895], [4.0041, -1.4387, 1.0213], [5.1554, -2.0921, 0.6304], [5.1744, -3.4767, 0.4098], [4.0450, -4.2535, 0.5770], [2.8878, -3.5929, 0.9729], [1.2756, -4.9714, 1.1961], [-0.1794, -2.9901, 1.8213], [3.9794, -0.3710, 1.2032], [6.0729, -1.5333, 0.4999], [6.0991, -3.9466, 0.1030], [4.0624, -5.3224, 0.4095]], "atomic_forces_ev_per_a": [[2.377, 0.139, 4.190], [0.008, 0.026, -0.122], [0.032, -0.047, 0.118], [-0.008, -0.078, 0.010], [0.039, 0.231, -0.035], [-0.083, 1.432, 0.135], [0.002, -0.075, 0.005], [0.119, 0.260, -0.107], [-0.155, -0.086, 0.027], [0.248, 0.156, -0.563], [1.716, 1.148, -2.758], [-0.004, -0.047, 0.088], [-0.013, 0.046, 0.053], [-0.124, 0.061, -0.021], [-0.020, -0.001, 0.006], [0.015, -0.001, 0.029], [0.005, -0.007, 0.018], [-0.009, 0.017, -0.021], [-0.024, 0.018, 0.006], [0.009, 0.003, 0.001], [-0.048, -0.006, -0.009], [-0.006, 0.083, -0.072], [-0.012, -0.043, -0.055], [-0.028, 0.077, -0.055], [0.019, -0.010, 0.008], [-0.008, -0.020, -0.010], [-0.037, 0.003, -0.012], [0.030, -0.015, -0.007], [0.007, -0.010, 0.002], [0.027, -0.009, 0.012], [-0.688, -0.549, -1.040], [-1.258, -1.058, -0.592], [-2.610, -0.953, 0.618], [0.059, -0.016, -0.002], [0.058, 0.029, -0.040], [-0.120, -0.129, -0.075], [0.048, 0.133, 0.224], [0.078, -0.014, -0.145], [-0.224, -0.119, 0.141], [0.082, 0.115, 0.054], [-0.011, -0.125, -0.207], [-0.062, 0.025, 0.171], [0.015, 0.039, 0.041], [-0.005, 0.016, 0.007], [0.093, 0.024, -0.033], [0.066, 0.058, -0.058], [0.007, 0.004, -0.016], [0.008, -0.127, -0.014], [0.101, 0.084, 0.020], [0.267, -0.555, 0.141], [0.036, -0.396, -0.047], [-0.101, -0.011, -0.003], [0.049, 0.113, 0.017], [-0.024, -0.082, -0.022], [-0.020, -0.050, 0.002], [0.075, 0.350, 0.013], [-0.093, -0.003, -0.003], [0.013, -0.076, -0.003], [0.091, 0.002, -0.020], [-0.024, 0.019, -0.003], [-0.006, -0.004, 0.013], [0.027, 0.012, 0.001]], "mulliken_charge": [2.202, -1.031, 0.115, -1.028, 0.871, -0.793, -1.172, -0.457, -1.221, 1.207, -1.027, 0.149, -1.072, -0.974, 0.347, 0.394, 0.311, 0.341, 0.367, 0.291, 0.454, 0.475, 0.679, 0.285, 0.266, 0.391, 0.381, 0.339, 0.396, 0.320, -0.992, 1.159, -1.134, 0.177, -0.441, -1.051, 0.973, -0.488, -0.238, -0.499, 0.996, -1.074, 0.439, 0.434, 0.253, 0.252, 0.519, -0.021, -0.510, -0.372, 0.488, -0.498, -0.743, -0.415, -1.018, 0.668, 0.202, 0.495, 0.429, 0.411, 0.401, 0.394]}

***

Entry 3:
{"formula": "C2HO2P", "method": "ωB97M-V with the def2-TZVPD basis set", "lumo_energy_ev": -0.6463, "max_force_ha_per_bohr": 0.056, "relative_energy_kcal_mol": 30.3, "total_energy_ev": -15471.3010, "charge": 0, "smiles": "O=C=[PH]=C=O", "gap_ev": 8.31, "symbols": ["O", "C", "P", "C", "O", "H"], "xyz": [[-0.2882, 2.2240, -1.6999], [-0.1096, 1.1110, -1.7474], [-0.0236, -0.2227, 0.0215], [-0.1754, -1.1218, 1.4740], [-0.6447, -1.3988, 2.5138], [1.2415, -0.5917, -0.5620]], "atomic_forces_ev_per_a": [[-0.166, 0.111, -0.154], [0.144, 1.273, -1.307], [0.239, -1.063, 0.365], [-0.733, -0.055, 2.764], [1.202, 0.132, -2.512], [-0.686, -0.398, 0.844]], "mulliken_charge": [-0.149, 0.077, 0.163, 0.202, -0.313, 0.020]}

***

Entry 4:
{"formula": "C22H21Cl2INO2Pb", "method": "ωB97M-V with the def2-TZVPD basis set", "lumo_energy_ev": [-12.3513, -12.3114], "max_force_ha_per_bohr": 0.115, "total_energy_ev": -67103.1758, "charge": 3, "gap_ev": [4.19, 4.23], "symbols": ["Pb", "C", "C", "C", "C", "C", "C", "C", "C", "C", "C", "H", "H", "H", "H", "H", "H", "H", "H", "H", "H", "H", "H", "H", "H", "Cl", "C", "C", "C", "Cl", "C", "O", "C", "C", "O", "C", "H", "H", "H", "I", "C", "C", "C", "C", "N", "C", "H", "H", "H", "H"], "xyz": [[-0.1037, 0.6358, -0.2720], [1.3013, -2.6874, 4.2305], [0.0172, -2.3295, 3.4238], [-1.2422, -2.9645, 4.0122], [-0.1783, -0.8478, 3.2396], [-1.4382, -0.2384, 3.4492], [-1.5688, 1.1409, 3.4010], [-0.4197, 1.9455, 3.2243], [-0.5414, 3.4550, 3.3327], [0.7974, 1.3582, 2.8000], [0.9243, -0.0318, 2.8807], [1.5637, -3.7444, 4.0864], [1.1412, -2.4652, 5.2844], [2.1760, -2.0883, 3.8616], [0.1460, -2.6253, 2.3224], [-1.4642, -2.5670, 4.9734], [-1.0770, -4.0693, 4.1930], [-2.1883, -2.8593, 3.4260], [-2.3369, -0.8222, 3.6175], [-2.5637, 1.6279, 3.5280], [-1.3970, 3.9173, 2.8187], [0.3761, 4.0154, 3.0458], [-0.7040, 3.6909, 4.4029], [1.7483, 1.9355, 2.5441], [1.8898, -0.4436, 2.6183], [2.3882, 3.2291, -6.9238], [2.2228, 2.6242, -5.3449], [3.2902, 2.0097, -4.6687], [3.0678, 1.4389, -3.4418], [4.2158, 0.4165, -2.6903], [1.8249, 1.6031, -2.7267], [1.6823, 1.0564, -1.5367], [0.7318, 2.2914, -3.3943], [-0.5502, 2.4806, -2.9352], [-1.1676, 1.8679, -1.8982], [0.9691, 2.7718, -4.7384], [4.2858, 1.8851, -5.1503], [-1.1410, 3.1953, -3.6094], [0.1834, 3.3444, -5.1968], [0.3828, -3.1472, -5.2277], [-0.7518, -2.3582, -3.6343], [-2.1647, -2.4118, -3.6489], [-2.8881, -2.0021, -2.5207], [-2.1713, -1.5895, -1.3858], [-0.8497, -1.3942, -1.4730], [-0.1190, -1.8751, -2.5099], [-2.6875, -2.9199, -4.4839], [-3.9571, -2.1015, -2.4727], [-2.6511, -1.4192, -0.4204], [0.9963, -1.9342, -2.4118]], "atomic_forces_ev_per_a": [[-0.716, -0.429, -0.195], [0.539, 0.515, -1.080], [-0.521, 0.489, -0.721], [-0.261, -2.076, -0.706], [0.322, -1.016, 0.788], [-0.896, 1.496, -0.385], [-0.833, -1.047, 0.383], [0.056, 2.441, -1.073], [0.753, -0.065, 0.395], [1.862, -1.341, 0.616], [0.305, 2.139, -0.652], [-0.258, 0.336, 0.166], [0.020, -0.086, -0.003], [-0.701, -0.615, 0.493], [0.057, -0.143, 1.047], [0.003, 0.491, 0.957], [-0.177, 1.203, -0.397], [0.965, -0.184, 0.112], [0.305, -0.039, 0.070], [0.951, -0.458, 0.067], [0.020, -0.515, 0.041], [-0.534, -0.652, 0.105], [-0.035, -0.082, -0.221], [-1.693, -0.476, 0.465], [-0.080, -0.309, 0.133], [0.134, -0.272, 0.612], [0.464, 0.340, -0.879], [0.743, -0.378, -0.593], [0.703, -0.558, 0.583], [-0.206, 0.587, -0.422], [-1.702, -1.279, 2.226], [0.670, 1.287, -2.832], [3.060, 0.034, -2.459], [-4.811, -1.288, 3.179], [2.691, 2.634, -4.012], [-0.460, -0.307, 2.961], [-0.918, 0.169, 0.314], [0.160, -1.089, 1.405], [-0.133, 0.006, -0.477], [-0.338, 0.263, 0.469], [-0.445, -0.662, -0.443], [-0.050, -0.363, 0.071], [0.965, -0.509, 0.378], [-0.266, 0.323, -1.418], [1.014, -0.346, 0.806], [0.270, 0.406, 0.070], [0.360, 0.722, 0.475], [-0.222, -0.102, -0.042], [0.037, 0.325, -0.326], [-1.173, 0.481, -0.053]], "mulliken_charge": [1.304, -1.202, 1.035, -1.680, 0.655, -0.321, -0.755, 0.878, -1.370, -1.044, -0.551, 0.400, 0.369, 0.356, 0.130, 0.501, 0.366, 0.394, 0.412, 0.453, 0.394, 0.382, 0.392, 0.386, 0.414, -0.016, 0.195, -0.381, 0.426, -0.042, 0.524, -0.663, 0.613, 0.093, -0.603, -0.983, 0.443, 0.371, 0.462, 0.224, -0.346, -0.072, -0.882, 0.052, -0.254, -0.210, 0.392, 0.464, 0.435, 0.461]}